[1]
Molecular formula: C2H3N3O
Method: DFT, wB97M-V/def2-TZVPD

Geometry (Å):
1 O 2.106 0.192 -0.130
2 C 0.769 0.093 -0.045
3 C -0.335 0.904 0.080
4 N -1.348 -0.022 0.089
5 N -0.919 -1.263 -0.018
6 N 0.363 -1.198 -0.099
7 H 2.246 -0.778 -0.202
8 H -0.542 1.962 0.161
9 H -2.342 0.109 0.163

Properties
**Gap between HOMO and LUMO**: 10.10 eV
**Total charge**: 0
**Molar mass**: 85.1 g mol⁻¹
**DFT total energy**: -317.475968 a.u.
**SMILES**: Oc1c[nH]nn1
**HOMO level**: -0.339 Ha
**Energy above the lowest of the compared OMol25 structures with the same formula, charge and spin**: 35.4 kcal per mole
**LUMO level**: 0.88 eV

---

[2]
Molecular formula: C30H21F5N4O4PS2Tc
Method: DFT, wB97M-V/def2-TZVPD

Geometry (Å):
1 Tc 1.093 0.934 1.567
2 N -1.480 -3.426 -5.399
3 C -0.775 -2.639 -4.543
4 C 0.372 -3.132 -3.900
5 C 1.082 -2.342 -3.026
6 C 0.658 -1.040 -2.761
7 C -0.470 -0.533 -3.406
8 C -1.183 -1.323 -4.279
9 S 1.585 0.007 -1.740
10 O 2.964 -0.375 -1.748
11 O 1.202 1.365 -2.002
12 N 1.023 -0.247 -0.168
13 C 1.278 -1.421 0.495
14 N 1.575 -2.598 -0.026
15 C 1.756 -3.577 0.851
16 C 1.660 -3.419 2.235
17 C 1.369 -2.157 2.699
18 N 1.166 -1.172 1.822
19 H -1.115 -4.315 -5.688
20 H -2.213 -3.032 -5.959
21 H 0.708 -4.139 -4.110
22 H 1.975 -2.724 -2.554
23 H -0.778 0.488 -3.230
24 H -2.055 -0.923 -4.780
25 H 1.996 -4.548 0.433
26 H 1.820 -4.244 2.910
27 H 1.284 -1.907 3.749
28 F 6.707 2.375 -1.676
29 C 5.514 2.524 -1.126
30 C 5.079 1.628 -0.161
31 F 5.835 0.609 0.214
32 C 3.826 1.823 0.376
33 F 3.381 0.901 1.306
34 C 2.973 2.846 0.016
35 S 1.397 3.076 0.773
36 C 3.436 3.723 -0.955
37 F 2.668 4.729 -1.354
38 C 4.692 3.569 -1.521
39 F 5.111 4.418 -2.448
40 O -0.025 2.022 5.325
41 C -0.029 1.928 4.137
42 O 1.027 1.483 3.432
43 C -1.221 2.295 3.257
44 P -1.249 1.158 1.850
45 C -2.250 1.787 0.511
46 C -3.623 1.915 0.746
47 C -4.441 2.427 -0.243
48 C -3.895 2.805 -1.465
49 C -2.535 2.667 -1.699
50 C -1.703 2.156 -0.712
51 C -1.914 -0.412 2.401
52 C -2.176 -0.655 3.748
53 C -2.653 -1.900 4.138
54 C -2.863 -2.890 3.192
55 C -2.598 -2.646 1.847
56 C -2.123 -1.411 1.448
57 H -1.056 3.297 2.848
58 H -2.149 2.305 3.828
59 H -4.054 1.609 1.693
60 H -5.501 2.532 -0.064
61 H -4.537 3.208 -2.236
62 H -2.113 2.966 -2.649
63 H -0.644 2.059 -0.910
64 H -2.000 0.102 4.500
65 H -2.860 -2.089 5.182
66 H -3.239 -3.856 3.498
67 H -2.769 -3.420 1.112
68 H -1.925 -1.220 0.399

Properties
**Gap between HOMO and LUMO (spin up / spin down)**: 6.98 / 5.37 eV
**Total charge**: +1
**Molar mass**: 789.6 g mol⁻¹
**DFT total energy**: -3393.476287 a.u.
**HOMO level (spin up / spin down)**: -0.394 / -0.394 Ha
**Energy above the lowest of the compared OMol25 structures with the same formula, charge and spin**: 0.0 kcal per mole
**LUMO level (spin up / spin down)**: -3.75 / -5.36 eV
**Multiplicity**: 4

---

[3]
Molecular formula: C28H49F2HfN4O10S
Method: DFT, wB97M-V/def2-TZVPD

Geometry (Å):
1 Hf 0.856 -0.531 -0.552
2 C -1.068 2.045 2.492
3 C -1.535 2.938 1.339
4 C -1.654 4.391 1.922
5 C -1.767 5.403 0.750
6 C -0.841 5.215 -0.410
7 C -0.714 3.769 -0.923
8 N -0.651 2.809 0.166
9 O -0.613 1.438 -0.296
10 C 0.619 3.748 -1.715
11 C -1.836 3.442 -1.959
12 C -3.019 2.675 0.978
13 H -1.894 1.903 3.190
14 H -0.107 2.305 2.934
15 H -0.875 1.034 2.117
16 H -0.847 4.589 2.627
17 H -2.648 4.537 2.339
18 H -1.464 6.323 1.263
19 H -2.805 5.525 0.438
20 H 0.133 5.550 -0.043
21 H -1.129 5.835 -1.261
22 H 0.779 2.765 -2.151
23 H 1.494 3.774 -1.059
24 H 0.829 4.452 -2.523
25 H -1.602 3.905 -2.923
26 H -2.762 3.952 -1.677
27 H -2.019 2.383 -2.117
28 H -3.600 2.474 1.878
29 H -2.989 1.729 0.427
30 H -3.536 3.305 0.257
31 F 0.863 -2.505 -1.556
32 F 2.421 0.603 -1.659
33 C 0.141 -4.072 1.620
34 C -0.052 -2.828 2.147
35 C -1.157 -2.637 3.159
36 O -1.451 -1.454 3.551
37 C -1.913 -3.665 3.692
38 C -1.780 -4.973 3.103
39 C -0.611 -5.207 2.048
40 O -0.534 -6.383 1.724
41 O -2.463 -5.975 3.353
42 O 0.436 -1.841 1.448
43 H 0.778 -4.154 0.748
44 H -2.546 -3.480 4.545
45 C -1.833 -0.525 -4.193
46 C -0.703 0.273 -3.567
47 O -0.128 -0.075 -2.537
48 N -0.279 1.387 -4.162
49 C -0.479 1.852 -5.509
50 H -2.386 0.174 -4.824
51 H -2.490 -0.659 -3.330
52 H -1.653 -1.458 -4.716
53 H 0.398 1.839 -3.564
54 H -1.480 2.269 -5.690
55 H -0.705 0.977 -6.130
56 H 0.237 2.503 -5.994
57 C 2.601 2.845 1.604
58 C 2.128 1.465 2.006
59 O 1.690 0.634 1.227
60 N 2.189 1.187 3.322
61 C 1.900 -0.129 3.871
62 H 2.213 3.541 2.346
63 H 2.382 3.112 0.575
64 H 3.695 2.827 1.634
65 H 2.576 1.912 3.901
66 H 0.840 -0.395 3.818
67 H 2.210 -0.356 4.889
68 H 2.370 -0.907 3.266
69 C -3.416 -0.879 0.961
70 C -2.638 -1.563 -0.158
71 O -1.536 -1.197 -0.515
72 N -3.171 -2.741 -0.572
73 C -2.431 -3.562 -1.542
74 H -2.716 -0.436 1.670
75 H -4.158 -1.500 1.461
76 H -4.018 -0.025 0.641
77 H -3.832 -3.266 -0.026
78 H -1.613 -3.998 -0.966
79 H -2.140 -2.904 -2.356
80 H -3.074 -4.367 -1.895
81 C 4.506 -4.816 -0.225
82 C 4.337 -4.211 -1.656
83 C 4.790 -2.771 -1.609
84 S 4.200 -2.135 0.052
85 O 2.862 -1.544 -0.039
86 O 5.268 -1.562 0.831
87 C 3.821 -3.831 0.712
88 H 5.592 -4.863 -0.114
89 H 4.030 -5.790 -0.142
90 H 3.276 -4.163 -1.926
91 H 4.717 -4.903 -2.406
92 H 4.523 -2.026 -2.360
93 H 5.869 -2.584 -1.597
94 H 2.809 -3.954 0.323
95 H 3.982 -3.810 1.783

Properties
**Gap between HOMO and LUMO**: 5.37 eV
**Total charge**: -1
**Molar mass**: 850.3 g mol⁻¹
**DFT total energy**: -2713.811095 a.u.
**HOMO level**: -0.123 Ha
**Energy above the lowest of the compared OMol25 structures with the same formula, charge and spin**: 64.7 kcal per mole
**LUMO level**: 2.03 eV

---

[4]
Molecular formula: Cl3H3OSi2
Method: DFT, wB97M-V/def2-TZVPD

Geometry (Å):
1 O -1.201 -0.814 -0.605
2 Si 0.250 -0.553 -0.276
3 Si -3.983 0.283 0.571
4 Cl -2.916 0.985 -0.821
5 Cl -4.340 -1.753 0.468
6 Cl -5.764 1.096 0.289
7 H -3.823 0.740 1.885
8 H 1.216 -0.908 -1.408
9 H 0.868 0.514 0.655

Properties
**Gap between HOMO and LUMO**: 9.18 eV
**Total charge**: 0
**Molar mass**: 181.6 g mol⁻¹
**DFT total energy**: -2036.679914 a.u.
**SMILES**: Cl[SiH](Cl)Cl.O=[SiH2]
**HOMO level**: -0.379 Ha
**Energy above the lowest of the compared OMol25 structures with the same formula, charge and spin**: 80.4 kcal per mole
**LUMO level**: -1.14 eV

---

Question: Which of these has the highest total charge?
Answer: C30H21F5N4O4PS2Tc

---

Repeat the fourth record exactly.
Molecular formula: Cl3H3OSi2
Method: DFT, wB97M-V/def2-TZVPD

Geometry (Å):
1 O -1.201 -0.814 -0.605
2 Si 0.250 -0.553 -0.276
3 Si -3.983 0.283 0.571
4 Cl -2.916 0.985 -0.821
5 Cl -4.340 -1.753 0.468
6 Cl -5.764 1.096 0.289
7 H -3.823 0.740 1.885
8 H 1.216 -0.908 -1.408
9 H 0.868 0.514 0.655

Properties
**Gap between HOMO and LUMO**: 9.18 eV
**Total charge**: 0
**Molar mass**: 181.6 g mol⁻¹
**DFT total energy**: -2036.679914 a.u.
**SMILES**: Cl[SiH](Cl)Cl.O=[SiH2]
**HOMO level**: -0.379 Ha
**Energy above the lowest of the compared OMol25 structures with the same formula, charge and spin**: 80.4 kcal per mole
**LUMO level**: -1.14 eV

---

Question: energy above the lowest of the compared OMol25 structures with the same formula, charge and spin of number 3 (C28H49F2HfN4O10S)?
Answer: 64.7 kcal per mole